Record 1
{
  "formula": "C5H9N2",
  "method": "ωB97M-V/def2-TZVPD",
  "fmax_ev_per_a": 4.2,
  "e_homo_ev": -15.800,
  "total_energy_ev": -8300.9325,
  "charge": 1,
  "lumo_energy_ha": -0.2174,
  "homo_lumo_gap_ev": 9.88,
  "species": ["C", "C", "C", "C", "C", "N", "N", "H", "H", "H", "H", "H", "H", "H", "H", "H"],
  "coordinates": [[-1.696, -0.133, -0.009], [0.211, -0.292, -0.027], [-3.110, 0.209, 0.043], [2.648, 0.155, 0.214], [1.502, -0.849, -0.154], [-0.905, -1.109, 0.108], [-0.362, 0.866, -0.102], [-3.226, 1.132, -0.490], [-3.731, 0.253, 1.096], [-3.681, -0.488, -0.613], [3.610, -0.123, -0.039], [2.806, 0.336, 1.322], [2.462, 1.114, -0.222], [1.649, -1.665, 0.517], [1.741, -1.136, -1.179], [0.081, 1.728, -0.466]],
  "forces_ev_per_angstrom": [[0.519, 0.588, 1.090], [-0.582, -0.173, -0.592], [-2.014, -0.444, 0.704], [-1.651, 0.849, 2.254], [3.884, 1.574, 0.637], [-1.858, -1.552, 0.315], [0.236, 0.975, -0.416], [-0.150, 0.903, 0.104], [2.223, -0.145, -2.380], [0.512, -0.052, 0.614], [1.721, -1.089, -1.249], [-0.927, -0.305, -1.026], [-0.013, 0.733, -0.386], [-0.557, -1.063, 0.088], [-0.623, -0.387, -0.179], [-0.720, -0.413, 0.422]]
}

---

Record 2
{
  "formula": "C5H9N2",
  "method": "ωB97M-V/def2-TZVPD",
  "fmax_ev_per_a": 3.6,
  "e_homo_ev": -14.329,
  "total_energy_ev": -8300.4010,
  "charge": 1,
  "lumo_energy_ha": -0.1956,
  "homo_lumo_gap_ev": 9.01,
  "species": ["C", "C", "N", "C", "C", "N", "C", "H", "H", "H", "H", "H", "H", "H", "H", "H"],
  "coordinates": [[-2.054, -0.054, 0.919], [-1.101, 0.580, -0.001], [0.097, 1.111, 0.150], [1.222, 0.458, 0.794], [1.369, -0.708, -0.274], [0.586, -0.500, -1.528], [-0.225, 0.611, -1.262], [-1.642, -0.046, 1.877], [-2.235, -0.953, 0.454], [-3.091, 0.191, 0.906], [1.061, 0.004, 1.798], [2.090, 1.182, 0.978], [2.351, -1.029, -0.458], [0.756, -1.596, 0.096], [1.205, -0.307, -2.246], [-0.390, 1.055, -2.203]],
  "forces_ev_per_angstrom": [[0.998, 1.660, -1.250], [1.198, 0.924, -0.755], [-2.491, -0.201, -0.887], [2.067, 0.056, 0.074], [-2.502, -2.332, 1.161], [-0.100, 0.256, 3.022], [-0.389, -1.166, 1.568], [0.355, -0.414, 1.650], [0.288, -3.130, -0.669], [-0.743, 1.548, -0.068], [-0.616, 0.448, -0.794], [-1.185, -1.016, -0.934], [1.275, -0.274, -0.314], [1.392, 0.950, 0.563], [1.105, 0.564, -2.105], [-0.650, 2.128, -0.263]]
}

---

Record 3
{
  "formula": "C5H9N2",
  "method": "ωB97M-V/def2-TZVPD",
  "fmax_ev_per_a": 1.2,
  "e_homo_ev": -14.200,
  "total_energy_ev": -8305.0356,
  "charge": 1,
  "lumo_energy_ha": -0.1212,
  "homo_lumo_gap_ev": 10.90,
  "species": ["C", "C", "C", "C", "N", "C", "N", "H", "H", "H", "H", "H", "H", "H", "H", "H"],
  "coordinates": [[-0.265, -0.523, 2.210], [-0.013, 0.692, 1.280], [0.050, 0.372, -0.166], [0.147, 1.198, -1.233], [0.147, 0.422, -2.370], [0.111, -0.853, -2.023], [-0.008, -0.907, -0.703], [-0.949, -0.239, 3.009], [-0.722, -1.375, 1.703], [0.678, -0.869, 2.638], [-0.829, 1.401, 1.446], [0.902, 1.172, 1.634], [0.101, 2.267, -1.273], [0.414, 0.701, -3.308], [0.059, -1.714, -2.675], [0.176, -1.745, -0.169]],
  "forces_ev_per_angstrom": [[0.222, 0.060, -0.225], [-0.493, -0.435, 1.029], [0.085, -0.042, -0.247], [-0.357, 0.352, -0.118], [0.646, -0.394, -0.319], [-0.545, -0.414, -0.057], [0.825, 0.113, 0.346], [0.207, -0.072, 0.028], [-0.145, 0.067, -0.004], [-0.178, -0.012, 0.078], [0.157, 0.072, -0.219], [-0.024, 0.139, -0.361], [0.210, 0.179, -0.039], [-0.428, 0.267, 0.109], [0.263, 0.207, -0.029], [-0.446, -0.088, 0.026]]
}

---

Record 4
{
  "formula": "C5H9N2",
  "method": "ωB97M-V/def2-TZVPD",
  "fmax_ev_per_a": 1.4,
  "e_homo_ev": -14.791,
  "total_energy_ev": -8302.5763,
  "charge": 1,
  "lumo_energy_ha": -0.1874,
  "homo_lumo_gap_ev": 9.69,
  "species": ["C", "C", "N", "C", "C", "N", "C", "H", "H", "H", "H", "H", "H", "H", "H", "H"],
  "coordinates": [[1.321, -1.883, 0.120], [1.593, -0.441, 0.127], [1.464, 0.316, -0.878], [0.645, 1.062, -1.462], [-0.671, 1.209, -0.825], [-0.824, 0.623, 0.282], [-2.006, 0.638, 1.049], [0.841, -2.216, -0.795], [0.681, -2.108, 0.976], [2.243, -2.443, 0.289], [2.118, -0.046, 0.995], [0.895, 1.567, -2.385], [-1.414, 1.796, -1.362], [-1.838, 1.308, 1.898], [-2.161, -0.357, 1.472], [-2.890, 0.974, 0.500]],
  "forces_ev_per_angstrom": [[-0.309, -0.422, -0.149], [0.396, -0.222, 0.305], [0.222, 0.183, -0.410], [0.529, -0.116, -0.134], [-0.845, -0.068, 0.646], [1.127, 0.060, -0.793], [-0.914, 0.159, 0.492], [0.018, 0.010, -0.012], [-0.006, 0.054, 0.042], [0.098, 0.085, -0.040], [-0.139, 0.296, 0.051], [0.100, -0.032, -0.084], [-0.129, -0.004, 0.124], [-0.048, -0.046, -0.011], [-0.100, 0.102, -0.073], [0.000, -0.038, 0.045]]
}

---

Record 5
{
  "formula": "C5H9N2",
  "method": "ωB97M-V/def2-TZVPD",
  "fmax_ev_per_a": 5.6,
  "e_homo_ev": -14.126,
  "total_energy_ev": -8303.7046,
  "charge": 1,
  "lumo_energy_ha": -0.1240,
  "homo_lumo_gap_ev": 10.75,
  "species": ["C", "C", "C", "C", "N", "C", "N", "H", "H", "H", "H", "H", "H", "H", "H", "H"],
  "coordinates": [[1.594, 0.006, -1.512], [1.191, -0.872, -0.277], [-0.001, -0.178, 0.338], [-0.906, 0.552, -0.337], [-2.029, 0.744, 0.466], [-1.696, 0.464, 1.667], [-0.468, -0.172, 1.614], [1.613, -0.392, -2.540], [2.695, 0.162, -1.395], [1.217, 1.034, -1.368], [1.899, -0.985, 0.475], [0.950, -1.889, -0.563], [-0.879, 0.613, -1.423], [-2.849, 1.106, -0.146], [-2.180, 0.496, 2.647], [-0.150, -0.688, 2.357]],
  "forces_ev_per_angstrom": [[2.821, 0.374, 0.969], [-1.902, 1.016, -1.322], [0.190, -0.115, -0.346], [-0.496, -1.394, -1.750], [-0.770, 2.453, -4.926], [1.425, -2.536, 3.211], [-2.380, 1.816, -1.186], [-1.089, -0.037, 0.595], [-0.614, -0.010, 0.017], [-0.018, -0.663, -0.699], [1.840, 0.139, 1.035], [-0.428, -0.158, -0.146], [-0.594, 0.466, 0.453], [1.231, -0.475, 2.784], [-0.394, 0.334, -0.846], [1.177, -1.209, 2.156]]
}

---

Record 6
{
  "formula": "C5H9N2",
  "method": "ωB97M-V/def2-TZVPD",
  "fmax_ev_per_a": 9.1,
  "e_homo_ev": [-13.472, -13.595],
  "total_energy_ev": -8299.2767,
  "charge": 1,
  "lumo_energy_ha": [-0.1786, -0.1972],
  "homo_lumo_gap_ev": [8.61, 8.23],
  "species": ["C", "C", "N", "C", "C", "C", "N", "H", "H", "H", "H", "H", "H", "H", "H", "H"],
  "coordinates": [[0.961, 0.644, -1.130], [0.363, -0.012, 0.049], [1.318, -0.971, 0.746], [-0.363, 1.005, 0.905], [-2.065, 0.485, 0.418], [-1.839, -0.695, -0.254], [-0.583, -0.972, -0.520], [0.921, -0.025, -1.943], [1.969, 1.178, -0.983], [0.271, 1.488, -1.454], [2.422, -0.759, 0.695], [0.893, -1.866, 0.367], [1.238, -1.103, 1.737], [-0.057, 2.053, 1.177], [-2.866, 0.838, 0.850], [-2.583, -1.290, -0.659]],
  "forces_ev_per_angstrom": [[1.090, 3.463, -0.817], [-1.386, 0.517, 0.893], [2.493, -0.324, -0.222], [-5.024, -1.282, -1.538], [9.052, 0.742, 0.971], [2.563, 1.082, -0.377], [-0.573, -0.855, 0.649], [0.724, -0.790, -1.002], [-1.348, -1.108, -0.079], [0.689, -0.963, 0.509], [-3.093, -0.869, -0.842], [1.553, 0.439, -0.223], [-0.864, 0.547, 1.031], [-0.367, -1.396, -0.290], [-4.146, 2.055, 1.944], [-1.364, -1.257, -0.604]]
}

---

Record 7
{
  "formula": "C5H9N2",
  "method": "ωB97M-V/def2-TZVPD",
  "fmax_ev_per_a": 3.9,
  "e_homo_ev": [-12.386, -13.349],
  "total_energy_ev": -8300.3671,
  "charge": 1,
  "lumo_energy_ha": [-0.1713, -0.1857],
  "homo_lumo_gap_ev": [7.73, 8.30],
  "species": ["C", "C", "C", "C", "C", "N", "N", "H", "H", "H", "H", "H", "H", "H", "H", "H"],
  "coordinates": [[0.335, 1.637, -0.039], [0.497, -1.476, 0.219], [-1.614, -0.117, 0.314], [-0.854, -1.064, -0.519], [1.580, -0.497, 0.262], [-0.958, 1.365, 0.198], [1.429, 0.848, 0.034], [0.408, 2.540, -0.584], [0.315, -1.894, 1.194], [0.963, -2.264, -0.375], [-2.722, -0.042, 0.120], [-1.581, -0.484, 1.436], [-0.744, -0.875, -1.606], [2.429, -0.870, -0.169], [-1.712, 1.835, -0.262], [2.229, 1.358, -0.223]],
  "forces_ev_per_angstrom": [[-1.784, -1.179, -0.509], [-2.053, -0.852, -1.318], [-0.393, -0.150, 2.549], [2.667, 0.813, 0.768], [-1.803, 1.597, -0.456], [-0.019, -3.861, 0.394], [-2.408, 0.311, 0.508], [0.917, 1.112, 0.039], [-0.424, -0.194, 0.504], [-0.258, -0.405, 0.139], [1.274, 0.442, -0.266], [0.197, 1.066, -2.105], [-0.367, -0.304, 0.679], [2.652, -0.382, -0.397], [0.433, 1.485, -0.260], [1.371, 0.502, -0.270]]
}

---

Record 8
{
  "formula": "C5H9N2",
  "method": "ωB97M-V/def2-TZVPD",
  "fmax_ev_per_a": 4.4,
  "e_homo_ev": [-14.860, -14.860],
  "total_energy_ev": -8297.1994,
  "charge": 1,
  "lumo_energy_ha": [-0.2109, -0.2108],
  "homo_lumo_gap_ev": [9.12, 9.12],
  "species": ["C", "C", "C", "C", "C", "N", "N", "H", "H", "H", "H", "H", "H", "H", "H", "H"],
  "coordinates": [[1.421, -1.518, 0.198], [0.520, 0.055, -1.445], [-0.228, -0.864, -0.636], [-2.367, 0.130, 0.130], [0.816, 1.042, 0.886], [0.508, -2.084, -0.451], [0.947, -0.137, 0.082], [2.217, -1.801, 0.985], [1.282, -0.335, -2.053], [0.098, 1.023, -1.499], [-2.535, 0.747, -0.714], [-2.157, 0.383, 1.120], [-2.830, -0.854, 0.121], [0.028, 1.674, 0.421], [0.538, 0.931, 1.945], [1.742, 1.609, 0.910]],
  "forces_ev_per_angstrom": [[0.884, 0.807, 2.841], [0.218, -0.525, 1.786], [-1.953, 1.597, 1.505], [1.655, -3.805, -1.352], [-0.248, 1.596, 0.957], [-0.652, -2.359, -0.533], [-0.877, 0.716, -1.384], [-1.081, 0.109, -1.978], [0.758, -0.059, -1.244], [0.034, 0.837, -0.752], [0.049, 0.750, -0.360], [0.681, 1.130, 1.186], [-0.212, 0.236, -0.365], [0.626, -0.358, 0.383], [-0.056, -0.762, -0.417], [0.174, 0.089, -0.273]]
}

---

Record 9
{
  "formula": "C5H9N2",
  "method": "ωB97M-V/def2-TZVPD",
  "fmax_ev_per_a": 4.8,
  "e_homo_ev": -13.914,
  "total_energy_ev": -8299.0116,
  "charge": 1,
  "lumo_energy_ha": -0.1314,
  "homo_lumo_gap_ev": 10.34,
  "species": ["C", "C", "N", "C", "C", "N", "C", "H", "H", "H", "H", "H", "H", "H", "H", "H"],
  "coordinates": [[1.849, 0.828, -0.208], [1.377, 0.763, 1.199], [0.767, -0.125, 0.209], [-0.597, -0.125, -0.351], [-1.890, 0.100, 0.377], [-1.710, -1.307, 0.209], [-1.219, -1.261, -1.162], [1.500, 1.431, -1.084], [2.814, 0.361, -0.409], [2.129, 0.523, 2.093], [0.770, 1.662, 1.415], [1.248, -1.095, 0.317], [-2.068, 0.520, 1.380], [-2.525, 0.596, -0.384], [-1.797, -0.807, -1.926], [-0.648, -2.063, -1.676]],
  "forces_ev_per_angstrom": [[0.123, -0.360, -1.498], [0.788, 3.404, 1.316], [1.940, -4.320, 0.894], [-0.272, -2.224, 1.651], [-1.421, 1.995, -0.922], [2.733, 0.792, -0.759], [1.196, 0.521, -0.782], [0.258, 0.260, 1.563], [-0.393, -0.182, -0.079], [-2.046, -0.355, -2.307], [-0.035, -0.968, 0.252], [-1.691, 1.685, -0.392], [0.631, -0.485, -0.386], [-0.353, -0.234, 0.674], [-1.322, 0.314, -0.534], [-0.136, 0.157, 1.309]]
}

---

Record 10
{
  "formula": "C5H9N2",
  "method": "ωB97M-V/def2-TZVPD",
  "fmax_ev_per_a": 6.4,
  "e_homo_ev": [-10.392, -15.565],
  "total_energy_ev": -8299.3468,
  "charge": 1,
  "lumo_energy_ha": [-0.1246, -0.2179],
  "multiplicity": 3,
  "s2": 2.0121,
  "homo_lumo_gap_ev": [7.00, 9.64],
  "species": ["C", "C", "C", "C", "C", "N", "N", "H", "H", "H", "H", "H", "H", "H", "H", "H"],
  "coordinates": [[1.737, -0.726, -0.220], [-0.707, 1.136, -1.032], [0.471, 0.917, 0.613], [-0.505, -0.025, -0.018], [-1.676, -0.670, 0.631], [0.474, -1.092, -0.380], [1.733, 0.513, 0.207], [2.677, -1.227, -0.317], [-1.388, 1.848, -0.853], [0.069, 1.117, -1.795], [0.288, 1.663, 1.212], [-1.482, -1.503, 1.174], [-2.442, -0.952, -0.038], [-2.137, -0.051, 1.295], [0.239, -1.953, -0.869], [2.651, 1.006, 0.390]],
  "forces_ev_per_angstrom": [[0.075, -0.050, -1.135], [1.402, -4.583, -2.435], [3.629, -5.137, -1.068], [1.904, 1.080, -0.511], [-0.214, 1.227, -1.493], [-0.710, -1.301, -1.130], [0.320, 3.001, 2.899], [-0.087, -0.702, -0.475], [-2.405, 2.406, 0.367], [-0.554, 0.569, -0.086], [-0.761, 4.180, 2.748], [1.335, -2.558, 1.555], [-0.670, -0.164, -1.294], [-1.288, 2.160, 1.834], [-0.192, 0.427, 0.230], [-1.784, -0.555, -0.006]]
}